No. 1
DFT (the ωB97M-V functional and the def2-TZVPD basis) results for a molecular structure, C6H10N2.

Values from the calculation:
HOMO energy = -0.2363 hartree
Orbital gap = 7.286 eV
LUMO = 0.9 eV
Energy relative to the best compared isomer or geometry (same formula, charge and spin) = 340.5 kJ/mol

Each line ends with the natural charge from an NBO analysis.
Geometry (Å):
1 C 1.08 -0.93 0.30  -0.48
2 C 0.52 0.14 -2.02  -0.62
3 N -0.68 0.55 1.39  -0.70
4 C -0.23 1.10 0.25  0.42
5 C -0.20 -1.09 0.99  0.31
6 C 0.37 0.14 -0.54  -0.26
7 N -0.46 2.40 -0.12  -0.81
8 C -0.92 -2.12 1.42  -0.53
9 H -1.00 1.15 2.14  0.39
10 H -0.02 2.72 -0.96  0.41
11 H -1.03 2.97 0.49  0.39
12 H 1.35 -1.80 -0.30  0.23
13 H 1.93 -0.58 0.89  0.21
14 H -0.25 0.75 -2.50  0.21
15 H 1.50 0.52 -2.34  0.19
16 H 0.42 -0.87 -2.43  0.21
17 H -1.94 -2.00 1.74  0.21
18 H -0.44 -3.07 1.61  0.22

No. 2
DFT (the ωB97M-V functional and the def2-TZVPD basis) results for a molecular structure, C8H8MnN2O4S.

Values from the calculation:
Expectation value of S² = 8.827
Multiplicity = 6
HOMO energy (spin up / spin down) = -0.5887 / -0.6267 hartree
Orbital gap (spin up / spin down) = 7.641 / 6.118 eV
LUMO (spin up / spin down) = -8.4 / -10.9 eV
Total charge = +2

Each line ends with the natural charge from an NBO analysis.
Geometry (Å):
1 Mn -1.51 1.67 -1.31  0.64
2 O -1.67 0.34 -4.09  -0.25
3 C -1.61 0.84 -3.04  0.47
4 C -3.15 1.29 -0.51  0.43
5 O -4.26 1.13 -0.25  -0.29
6 C -0.35 3.12 -1.58  0.43
7 O 0.23 4.05 -1.92  -0.29
8 C -2.57 2.91 -2.05  0.40
9 O -3.25 3.56 -2.74  -0.27
10 S -0.50 1.43 0.94  0.06
11 C 0.35 -0.03 0.86  0.31
12 N 1.65 -0.01 0.55  -0.53
13 C 2.57 -1.07 0.97  -0.23
14 C 1.85 -2.40 1.06  -0.43
15 C 0.50 -2.28 1.77  -0.24
16 N -0.25 -1.16 1.22  -0.53
17 H 2.03 0.88 0.30  0.43
18 H 2.95 -0.86 1.99  0.23
19 H 3.39 -1.11 0.25  0.25
20 H 2.50 -3.12 1.61  0.27
21 H 1.68 -2.77 0.05  0.22
22 H 0.73 -2.12 2.83  0.23
23 H -0.08 -3.20 1.63  0.25
24 H -1.22 -1.08 1.46  0.43

No. 3
DFT (the ωB97M-V functional and the def2-TZVPD basis) results for C5H6O in the gas phase.

Values from the calculation:
HOMO energy = -0.3454 hartree
Orbital gap = 10.256 eV
LUMO = 0.9 eV
Energy relative to the best compared isomer or geometry (same formula, charge and spin) = 239.8 kJ/mol
Structure (SMILES) = C#CCC(C)=O

Each line ends with the natural charge from an NBO analysis.
Geometry (Å):
1 C 1.78 0.09 0.83  -0.20
2 C 1.46 -0.38 -0.24  -0.01
3 C 0.34 -0.81 -1.07  -0.57
4 C -0.59 -0.49 0.17  0.63
5 C -1.10 0.93 0.20  -0.72
6 O -0.87 -1.34 0.99  -0.56
7 H 2.11 0.43 1.78  0.24
8 H 0.23 -0.22 -1.99  0.24
9 H 0.32 -1.88 -1.32  0.25
10 H -2.08 0.85 -0.27  0.24
11 H -0.48 1.61 -0.39  0.22
12 H -1.24 1.34 1.20  0.24

No. 4
DFT (the ωB97M-V functional and the def2-TZVPD basis) results for 6 unconnected molecules or ions with the total composition C31H22FO13PS.

Values from the calculation:
HOMO energy = -0.3489 hartree
Orbital gap = 7.504 eV
LUMO = -2.0 eV
Structure (SMILES) = O=C1C=CC(=O)C=C1.O=C1C=CC(=O)C=C1.O=C1C=CC(=O)C=C1.O=C1C=CC(=O)C=C1.O=C1C=CC(=O)C=C1.O=C(OF)O[PH2]=S

Each line ends with the natural charge from an NBO analysis.
Geometry (Å):
1 O 0.69 -8.95 0.21  -0.47
2 C 0.56 -7.77 -0.04  0.47
3 C 1.44 -7.09 -1.03  -0.20
4 C 1.29 -5.80 -1.30  -0.25
5 C 0.25 -4.98 -0.63  0.49
6 O 0.12 -3.80 -0.88  -0.52
7 C -0.62 -5.66 0.35  -0.23
8 C -0.48 -6.95 0.63  -0.22
9 H 2.19 -7.71 -1.51  0.24
10 H 1.92 -5.29 -2.02  0.23
11 H -1.38 -5.04 0.83  0.24
12 H -1.11 -7.47 1.34  0.24
13 O -0.17 3.28 -0.96  -0.50
14 C -0.91 2.88 -1.83  0.49
15 C -2.13 2.09 -1.51  -0.23
16 C -2.94 1.65 -2.47  -0.22
17 C -2.66 1.93 -3.90  0.48
18 O -3.40 1.53 -4.77  -0.51
19 C -1.44 2.71 -4.22  -0.22
20 C -0.63 3.15 -3.27  -0.23
21 H -2.31 1.91 -0.46  0.25
22 H -3.83 1.08 -2.26  0.24
23 H -1.26 2.90 -5.27  0.23
24 H 0.26 3.73 -3.48  0.23
25 O -6.13 2.88 -3.17  -0.49
26 C -6.01 3.93 -3.75  0.48
27 C -5.37 4.01 -5.09  -0.24
28 C -5.23 5.18 -5.72  -0.23
29 C -5.71 6.44 -5.11  0.48
30 O -5.58 7.50 -5.68  -0.49
31 C -6.35 6.37 -3.77  -0.23
32 C -6.49 5.20 -3.14  -0.22
33 H -5.03 3.08 -5.51  0.25
34 H -4.77 5.26 -6.69  0.23
35 H -6.69 7.30 -3.35  0.23
36 H -6.95 5.12 -2.17  0.23
37 O 0.16 5.08 5.32  -0.49
38 C -0.58 4.69 4.44  0.47
39 C -1.80 3.91 4.77  -0.23
40 C -2.62 3.48 3.81  -0.22
41 C -2.34 3.75 2.38  0.48
42 O -3.09 3.35 1.51  -0.51
43 C -1.12 4.53 2.05  -0.23
44 C -0.30 4.96 3.01  -0.22
45 H -1.99 3.72 5.82  0.23
46 H -3.51 2.91 4.03  0.23
47 H -0.93 4.71 1.00  0.25
48 H 0.59 5.53 2.80  0.23
49 O 7.81 -5.75 4.38  -0.49
50 C 6.80 -5.10 4.48  0.47
51 C 6.40 -4.12 3.44  -0.22
52 C 5.29 -3.41 3.55  -0.24
53 C 4.39 -3.56 4.72  0.49
54 O 3.37 -2.91 4.81  -0.50
55 C 4.78 -4.53 5.76  -0.24
56 C 5.90 -5.25 5.65  -0.23
57 H 7.07 -4.03 2.59  0.23
58 H 4.99 -2.69 2.80  0.25
59 H 4.11 -4.63 6.61  0.23
60 H 6.20 -5.97 6.40  0.23
61 O 5.33 -2.03 0.85  -0.53
62 C 5.25 -1.60 -0.26  0.97
63 O 6.24 -0.81 -0.82  -0.13
64 F 6.81 -1.67 -1.82  -0.11
65 O 4.22 -1.77 -1.09  -0.75
66 P 2.69 -1.48 -0.45  1.08
67 S 2.07 0.32 -0.75  -0.51
68 H 1.90 -2.43 -1.09  0.00
69 H 2.75 -1.80 0.91  -0.01

No. 5
DFT (the ωB97M-V functional and the def2-TZVPD basis) results for a molecular structure, C23H24N9PPt.

Values from the calculation:
Expectation value of S² = 2.006
Multiplicity = 3
HOMO energy (spin up / spin down) = -0.4951 / -0.4947 hartree
Orbital gap (spin up / spin down) = 7.679 / 6.398 eV
LUMO (spin up / spin down) = -5.8 / -7.1 eV
Energy relative to the best compared isomer or geometry (same formula, charge and spin) = 46.2 kJ/mol
Total charge = +2

Each line ends with the natural charge from an NBO analysis.
Geometry (Å):
1 Pt 0.83 0.73 -1.12  1.13
2 C 3.23 0.19 3.73  -0.42
3 N 3.24 0.13 2.26  -0.31
4 C 4.20 -0.37 1.37  -0.03
5 C 3.74 -0.13 0.08  -0.07
6 N 2.41 0.40 0.17  -0.53
7 C 2.18 0.65 1.48  0.04
8 P 1.19 1.94 2.14  0.87
9 C 1.06 3.01 0.71  0.07
10 N 0.78 2.69 -0.60  -0.53
11 C 0.67 3.91 -1.27  -0.04
12 C 0.82 4.95 -0.41  -0.05
13 N 1.07 4.38 0.88  -0.30
14 C 1.35 5.07 2.17  -0.43
15 C -0.23 0.96 1.73  0.07
16 N -0.61 0.60 0.50  -0.53
17 C -1.97 0.21 0.58  -0.09
18 C -2.32 0.26 1.91  -0.03
19 N -1.22 0.72 2.69  -0.33
20 C -1.16 0.84 4.14  -0.41
21 H 3.18 1.23 4.06  0.23
22 H 4.10 -0.30 4.18  0.26
23 H 2.30 -0.32 4.12  0.22
24 H 5.18 -0.76 1.65  0.26
25 H 4.21 -0.37 -0.86  0.24
26 H 0.55 3.99 -2.36  0.26
27 H 0.85 6.03 -0.58  0.26
28 H 1.38 6.16 2.08  0.26
29 H 2.34 4.78 2.51  0.23
30 H 0.60 4.81 2.97  0.23
31 H -2.57 -0.02 -0.33  0.26
32 H -3.31 -0.02 2.34  0.26
33 H -2.08 0.36 4.61  0.26
34 H -1.13 1.89 4.43  0.23
35 H -0.28 0.29 4.48  0.22
36 C 1.98 -3.08 -2.57  -0.22
37 C 1.86 -1.68 -2.48  0.04
38 N 0.78 -1.15 -1.85  -0.53
39 C -0.32 -1.88 -1.61  0.12
40 C -0.31 -3.27 -1.78  -0.09
41 C 0.90 -3.89 -2.20  -0.11
42 C -1.46 -4.14 -1.44  -0.21
43 C -2.79 -3.77 -1.47  -0.15
44 C -3.35 -2.80 -2.37  0.15
45 C -2.81 -2.22 -3.51  -0.31
46 C -3.60 -1.32 -4.18  0.07
47 N -4.82 -0.92 -3.76  -0.41
48 C -5.23 -1.53 -2.65  0.26
49 N -4.56 -2.44 -1.94  -0.44
50 H 2.94 -3.48 -2.95  0.26
51 H 2.56 -0.96 -2.80  0.22
52 H -1.18 -1.32 -1.27  0.21
53 H 0.98 -4.96 -2.31  0.25
54 H -1.22 -5.18 -1.13  0.24
55 H -3.58 -4.33 -0.92  0.26
56 H -1.86 -2.46 -3.99  0.23
57 H -3.32 -0.88 -5.12  0.21
58 H -6.18 -1.20 -2.19  0.20

no.,largest force on an atom (eV Å⁻¹)
1,3.220
2,11.970
3,1.147
4,1.871
5,4.928